Record 1
This record from OMol25 describes C39H36HgN14O4 as an isolated structure at a distorted geometry. The level of theory is the ωB97M-V functional and the def2-TZVPD basis.

Computed properties:
Spin multiplicity: 2
<S²>: 0.756
Maximum force in eV/A: 3.66
ΔE to the lowest compared entry with this formula, charge and spin in kJ/mol: 0.0
Orbital gap (spin up / spin down) in eV: 6.78 / 5.24
Total energy in eV: -74250.8294
Lowest unoccupied orbital energy (spin up / spin down) in eV: 1.65 / 0.07
Net charge: -1

Positions of all 94 atoms, in Å:
Hg -1.69 0.38 -0.58
O -0.27 5.11 -0.48
C -1.48 5.55 -0.21
C -1.54 6.78 0.58
C -2.79 7.34 0.85
C -3.99 6.58 0.60
C -3.87 5.43 -0.11
C -2.66 4.84 -0.49
C -2.53 3.44 -1.03
O -1.31 3.05 -1.07
N -3.71 2.84 -1.19
N -3.55 1.52 -1.58
C -4.54 1.00 -2.13
C -4.65 -0.41 -2.63
C -5.84 -0.74 -3.28
C -6.18 -1.93 -3.90
C -5.28 -3.01 -3.71
C -4.11 -2.71 -3.10
C -3.69 -1.50 -2.52
O -2.49 -1.36 -2.14
H -0.43 4.13 -0.72
H -0.58 7.30 0.67
H -2.84 8.23 1.49
H -4.89 6.85 1.05
H -4.77 4.94 -0.30
H -5.46 1.55 -2.18
H -6.58 0.05 -3.33
H -7.08 -2.02 -4.50
H -5.41 -4.03 -4.07
H -3.34 -3.48 -2.94
C 3.65 -3.56 -0.08
N 4.42 -4.00 -1.24
C 4.46 -3.32 -2.40
N 5.37 -3.86 -3.21
C 5.88 -4.83 -2.43
N 5.37 -4.97 -1.25
C 4.37 -2.78 0.96
C 5.55 -3.28 1.51
C 6.34 -2.52 2.32
C 5.87 -1.31 2.81
C 4.61 -0.85 2.39
C 3.89 -1.58 1.43
C 4.20 0.40 2.90
N 5.00 1.29 3.48
N 4.17 2.34 3.83
C 2.97 2.05 3.42
O 2.91 0.84 2.85
C 1.80 2.91 3.51
C 1.89 3.98 4.40
C 0.79 4.83 4.59
C -0.39 4.55 3.89
C -0.47 3.48 2.96
C -1.87 3.18 2.36
N -2.77 2.67 3.44
C -3.00 1.38 3.79
N -3.86 1.22 4.78
C -4.13 2.54 5.06
N -3.57 3.42 4.27
C 0.61 2.64 2.84
H 3.11 -4.42 0.33
H 2.85 -2.91 -0.48
H 3.94 -2.33 -2.44
H 6.85 -5.25 -2.67
H 5.91 -4.34 1.22
H 7.21 -2.94 2.78
H 6.44 -0.60 3.46
H 2.95 -1.30 0.97
H 2.82 4.17 4.97
H 0.91 5.75 5.22
H -1.32 5.02 4.08
H -1.80 2.47 1.52
H -2.22 4.13 2.01
H -2.42 0.64 3.18
H -4.83 2.89 5.78
H 0.58 1.95 1.98
C 1.01 -2.48 -3.67
C 0.77 -3.97 -3.96
C 2.04 -4.78 -3.94
C -0.30 -4.52 -3.02
N -0.01 -4.47 -1.61
C -0.56 -3.59 -0.79
N -0.04 -3.88 0.40
N 0.84 -4.93 0.27
N 0.85 -5.30 -0.97
H 1.94 -2.12 -4.18
H 1.22 -2.37 -2.64
H 0.09 -1.97 -3.90
H 0.42 -4.03 -5.02
H 2.29 -5.18 -2.94
H 2.85 -4.13 -4.25
H 2.06 -5.60 -4.65
H -0.57 -5.54 -3.23
H -1.19 -3.89 -3.10
H -1.21 -2.77 -0.95

Record 2
This record from OMol25 describes C39H36IN10O3PSY as an isolated structure. The level of theory is the ωB97M-V functional and the def2-TZVPD basis.

Computed properties:
Maximum force in eV/A: 0.66
ΔE to the lowest compared entry with this formula, charge and spin in kJ/mol: 34.9
Orbital gap in eV: 7.84
Total energy in eV: -91342.2094
Lowest unoccupied orbital energy in eV: -2.44
Net charge: +1

Positions of all 92 atoms, in Å:
Y 0.14 -0.84 -0.55
O 2.96 -1.33 -3.83
C 2.29 -0.74 -3.00
N 2.17 -1.03 -1.68
C 3.28 -1.55 -1.05
O 4.43 -1.23 -1.26
C 2.97 -2.55 0.03
C 4.01 -3.29 0.57
C 3.70 -4.27 1.50
C 2.37 -4.46 1.85
C 1.41 -3.64 1.29
N 1.69 -2.69 0.40
C 1.42 0.40 -3.48
C 1.85 1.17 -4.55
C 1.05 2.20 -4.99
C -0.18 2.40 -4.37
C -0.54 1.57 -3.32
N 0.25 0.60 -2.85
H 5.01 -3.10 0.24
H 4.47 -4.89 1.93
H 2.07 -5.22 2.55
H 0.36 -3.75 1.55
H 2.79 0.92 -5.02
H 1.36 2.83 -5.81
H -0.86 3.17 -4.69
H -1.50 1.67 -2.85
C 1.40 -0.20 4.07
C 1.21 -0.19 2.59
N 0.27 -0.82 1.96
N -0.60 -1.51 2.79
C -1.50 -2.24 2.19
N -2.36 -2.87 3.04
S -1.75 -2.52 0.50
C 2.15 0.61 1.76
C 3.31 1.14 2.31
C 4.14 1.92 1.53
C 3.78 2.17 0.22
C 2.63 1.59 -0.27
N 1.84 0.81 0.47
H 0.52 -0.60 4.56
H 2.26 -0.82 4.34
H 1.60 0.81 4.43
H -2.15 -2.87 4.02
H -3.01 -3.54 2.67
H 3.56 0.93 3.34
H 5.05 2.33 1.94
H 4.39 2.78 -0.43
H 2.33 1.74 -1.30
N -2.97 1.48 -0.33
P -1.75 1.27 0.86
C -2.68 1.73 2.36
C -3.01 0.76 3.31
C -3.78 1.11 4.42
C -4.23 2.41 4.57
C -3.90 3.38 3.63
C -3.12 3.04 2.53
C -0.70 2.76 0.68
C 0.09 3.15 1.76
C 1.00 4.19 1.63
C 1.13 4.86 0.42
C 0.34 4.49 -0.66
C -0.58 3.45 -0.52
C -3.22 0.59 -1.36
C -4.44 0.69 -2.04
C -4.68 -0.14 -3.11
C -3.69 -1.05 -3.48
C -2.53 -1.08 -2.75
N -2.27 -0.29 -1.69
H -3.72 2.13 -0.13
H -2.67 -0.25 3.19
H -4.03 0.36 5.15
H -4.83 2.68 5.43
H -4.25 4.39 3.75
H -2.84 3.81 1.82
H -0.01 2.64 2.71
H 1.61 4.48 2.48
H 1.84 5.67 0.32
H 0.42 5.01 -1.60
H -1.21 3.18 -1.36
H -5.18 1.41 -1.71
H -5.61 -0.08 -3.64
H -3.82 -1.72 -4.32
H -1.74 -1.77 -3.01
N -0.89 -4.81 -2.21
C 0.02 -3.88 -2.54
O -0.05 -2.73 -2.11
C 1.15 -4.27 -3.44
I 2.56 -5.45 -2.35
H -1.55 -4.59 -1.48
H -0.75 -5.77 -2.46
H 1.68 -3.37 -3.78
H 0.82 -4.87 -4.28

Record 3
This record from OMol25 describes C39H36MgN5O2S3 as an isolated structure at a distorted geometry. The level of theory is the ωB97M-V functional and the def2-TZVPD basis.

Computed properties:
Maximum force in eV/A: 4.07
ΔE to the lowest compared entry with this formula, charge and spin in kJ/mol: 0.0
Orbital gap in eV: 8.15
Total energy in eV: -90513.8684
Lowest unoccupied orbital energy in eV: -2.67
Net charge: +1

Positions of all 86 atoms, in Å:
Mg -2.89 -1.01 -0.33
N -4.71 0.16 -0.87
C -5.98 -0.62 -0.98
C -6.01 -1.74 0.10
C -4.58 -2.25 0.11
O -4.04 -2.65 -1.04
O -3.84 -1.98 1.17
H -4.72 0.76 -0.03
H -4.62 0.85 -1.63
H -5.99 -1.09 -1.97
H -6.87 0.03 -0.94
H -6.71 -2.52 -0.20
H -6.33 -1.35 1.08
N -1.21 -1.40 -1.21
S -0.03 -1.95 -0.53
N 1.29 -1.04 -0.65
S 1.51 0.29 0.19
N 0.30 1.10 0.79
S -1.12 1.54 0.14
N -2.32 0.73 0.43
C -0.66 1.97 -1.51
C -0.97 1.17 -2.62
C -0.43 1.45 -3.88
C 0.42 2.55 -4.06
C 0.70 3.38 -2.96
C 0.18 3.08 -1.69
C -1.40 3.06 0.99
C -2.03 4.12 0.32
C -2.43 5.25 1.06
C -2.21 5.31 2.44
C -1.60 4.25 3.10
C -1.20 3.10 2.37
C 2.52 1.27 -0.84
C 2.98 2.52 -0.35
C 3.73 3.34 -1.20
C 4.03 2.93 -2.50
C 3.60 1.69 -2.96
C 2.83 0.85 -2.13
C 2.52 -0.08 1.57
C 3.64 -0.89 1.36
C 4.48 -1.19 2.45
C 4.19 -0.69 3.73
C 3.08 0.12 3.92
C 2.24 0.45 2.83
C 0.48 -3.41 -1.35
C -0.50 -4.28 -1.85
C -0.13 -5.46 -2.50
C 1.22 -5.79 -2.62
C 2.20 -4.92 -2.13
C 1.84 -3.72 -1.49
C 0.04 -2.28 1.23
C 1.05 -3.14 1.66
C 1.33 -3.25 3.04
C 0.64 -2.47 3.96
C -0.39 -1.63 3.53
C -0.69 -1.54 2.17
H -1.60 0.29 -2.50
H -0.66 0.77 -4.70
H 0.84 2.77 -5.04
H 1.35 4.23 -3.07
H 0.45 3.70 -0.84
H -2.24 4.06 -0.74
H -2.91 6.06 0.52
H -2.54 6.20 2.99
H -1.42 4.27 4.16
H -0.75 2.27 2.89
H 2.76 2.84 0.66
H 4.10 4.29 -0.83
H 4.58 3.59 -3.17
H 3.82 1.34 -3.97
H 2.49 -0.11 -2.53
H 3.87 -1.28 0.36
H 5.34 -1.83 2.29
H 4.83 -0.96 4.56
H 2.83 0.50 4.91
H 1.36 1.07 3.01
H -1.56 -4.00 -1.76
H -0.91 -6.12 -2.86
H 1.51 -6.72 -3.10
H 3.25 -5.14 -2.25
H 2.61 -3.03 -1.14
H 1.60 -3.76 0.96
H 2.12 -3.92 3.35
H 0.90 -2.51 5.02
H -0.95 -1.01 4.23
H -1.49 -0.86 1.88

Record 4
This record from OMol25 describes C39H36N8O3SSc as an isolated structure. The level of theory is the ωB97M-V functional and the def2-TZVPD basis.

Computed properties:
Maximum force in eV/A: 0.47
ΔE to the lowest compared entry with this formula, charge and spin in kJ/mol: 59.5
Orbital gap in eV: 5.93
Total energy in eV: -90620.7178
Lowest unoccupied orbital energy in eV: -3.44
Net charge: +1

Positions of all 88 atoms, in Å:
Sc -0.77 -0.38 -1.52
C -5.37 -0.45 -1.26
O -4.87 0.90 -1.54
C -3.56 0.80 -1.57
N -3.01 -0.34 -1.40
C -4.10 -1.33 -1.23
C -4.02 -2.18 0.01
C -5.07 -3.06 0.26
C -5.07 -3.86 1.39
C -4.01 -3.79 2.29
C -2.96 -2.92 2.04
C -2.96 -2.12 0.91
C -2.81 2.07 -1.81
C -3.46 3.28 -1.84
C -2.68 4.43 -2.00
C -1.32 4.29 -2.14
C -0.76 3.02 -2.14
N -1.49 1.92 -1.95
C 0.69 2.80 -2.37
N 1.13 1.89 -3.13
C 2.60 1.90 -2.96
C 2.86 3.09 -2.00
O 1.52 3.58 -1.68
C 3.09 0.58 -2.36
C 2.10 -0.05 -1.46
C 3.54 -1.14 0.43
C 4.91 -0.85 -0.09
C 5.31 -0.06 -1.28
C 4.56 0.55 -2.19
H -6.07 -0.70 -2.05
H -5.87 -0.42 -0.30
H -4.06 -1.98 -2.11
H -5.91 -3.12 -0.43
H -5.90 -4.53 1.58
H -4.01 -4.41 3.18
H -2.13 -2.84 2.74
H -2.13 -1.45 0.75
H -4.53 3.33 -1.72
H -3.14 5.40 -2.01
H -0.67 5.15 -2.26
H 3.08 2.05 -3.93
H 3.41 3.90 -2.46
H 3.33 2.79 -1.07
H 1.20 0.55 -1.49
H 3.45 -2.07 0.98
H 5.63 -1.63 0.16
H 6.39 0.04 -1.41
H 5.09 1.09 -2.98
N -0.71 -1.95 -5.39
C -0.80 -1.80 -4.07
O -0.97 -0.65 -3.60
C -0.74 -3.00 -3.16
C -0.39 -2.57 -1.73
H -0.73 -1.14 -5.99
H -0.53 -2.86 -5.79
H -0.07 -3.74 -3.60
H -1.74 -3.44 -3.20
H 0.69 -2.70 -1.57
H -0.87 -3.23 -1.01
S 2.35 -0.96 -3.03
C 2.24 -0.64 -0.12
N 4.39 -0.13 1.05
N 4.97 -0.46 2.29
C 4.48 0.28 3.38
C 3.91 1.54 3.22
C 3.48 2.25 4.33
C 3.61 1.73 5.61
C 4.17 0.47 5.76
C 4.60 -0.25 4.66
N 1.28 -0.63 0.72
N 0.05 -0.08 0.39
C -0.69 0.19 1.57
C -0.50 -0.48 2.78
C -1.34 -0.23 3.85
C -2.39 0.68 3.76
C -2.57 1.37 2.57
C -1.72 1.13 1.49
H 5.01 -1.46 2.46
H 3.81 1.96 2.23
H 3.04 3.23 4.19
H 3.27 2.29 6.47
H 4.28 0.04 6.75
H 5.04 -1.23 4.79
H 0.31 -1.19 2.87
H -1.17 -0.76 4.78
H -3.04 0.86 4.60
H -3.35 2.11 2.48
H -1.83 1.73 0.59

Record 5
This record from OMol25 describes C39H37CaN6O5 as an isolated structure. The level of theory is the ωB97M-V functional and the def2-TZVPD basis.

Computed properties:
Maximum force in eV/A: 0.79
ΔE to the lowest compared entry with this formula, charge and spin in kJ/mol: 0.0
Orbital gap in eV: 8.44
Total energy in eV: -78661.3820
Lowest unoccupied orbital energy in eV: -2.31
Net charge: +1

Positions of all 88 atoms, in Å:
Ca 0.21 0.37 0.11
C 1.99 2.19 1.96
N 0.63 2.42 1.47
C 0.60 3.47 0.45
C -0.60 3.47 -0.47
C -1.13 4.68 -0.88
C -2.10 4.69 -1.88
C -2.50 3.49 -2.42
C -1.94 2.32 -1.92
N -1.02 2.31 -0.97
C -0.32 2.66 2.56
C -1.44 1.67 2.76
C -2.47 2.03 3.62
C -3.42 1.09 3.98
C -3.32 -0.19 3.45
C -2.28 -0.45 2.58
N -1.36 0.45 2.23
C 2.17 0.88 2.68
C 2.89 0.82 3.87
C 3.11 -0.41 4.46
C 2.61 -1.55 3.85
C 1.90 -1.40 2.66
N 1.68 -0.22 2.09
H 2.31 3.01 2.61
H 2.65 2.18 1.08
H 1.48 3.33 -0.18
H 0.68 4.46 0.92
H -0.78 5.61 -0.44
H -2.52 5.63 -2.23
H -3.23 3.44 -3.22
H -2.24 1.35 -2.31
H -0.76 3.66 2.45
H 0.23 2.68 3.51
H -2.50 3.03 4.03
H -4.22 1.35 4.66
H -4.03 -0.97 3.70
H -2.17 -1.44 2.14
H 3.26 1.73 4.31
H 3.67 -0.48 5.39
H 2.77 -2.53 4.26
H 1.51 -2.26 2.14
O 1.24 -1.46 -0.91
C 2.56 -1.25 -1.51
C 2.87 0.28 -1.49
O 3.97 0.60 -1.90
O 1.95 1.05 -1.07
C 2.50 -1.70 -2.95
C 1.35 -1.49 -3.70
C 1.31 -1.84 -5.04
C 2.43 -2.39 -5.65
C 3.59 -2.58 -4.92
C 3.63 -2.23 -3.58
C 3.53 -2.04 -0.64
C 3.41 -3.43 -0.62
C 4.16 -4.20 0.26
C 5.05 -3.57 1.13
C 5.18 -2.20 1.10
C 4.42 -1.43 0.23
H 1.12 -2.42 -0.85
H 0.49 -1.02 -3.25
H 0.41 -1.67 -5.62
H 2.40 -2.66 -6.70
H 4.47 -3.00 -5.39
H 4.54 -2.36 -3.01
H 2.76 -3.93 -1.33
H 4.07 -5.27 0.25
H 5.64 -4.17 1.81
H 5.88 -1.71 1.76
H 4.56 -0.36 0.20
O -4.29 2.14 0.52
C -5.18 1.66 -0.47
N -5.90 0.47 -0.09
C -5.62 -0.83 -0.39
O -6.45 -1.70 -0.24
C -4.26 -1.21 -0.91
C -4.18 -2.29 -1.78
C -2.94 -2.74 -2.18
C -1.81 -2.12 -1.66
N -1.87 -1.11 -0.79
C -3.07 -0.65 -0.45
H -4.80 2.38 1.31
H -4.57 1.46 -1.34
H -5.91 2.43 -0.72
H -6.85 0.58 0.24
H -5.09 -2.77 -2.12
H -2.82 -3.56 -2.88
H -0.82 -2.45 -1.95
H -3.09 0.19 0.23